Entry 1:
Density functional theory data (ωB97M-V/def2-TZVPD) for a molecular structure, C25H15Cl5NOReS4 in a non-equilibrium geometry.

Summary:
gap between HOMO and LUMO (spin up / spin down) = 6.82 / 6.27 eV
DFT total energy = -5063.12487 Eh
HOMO (spin up / spin down) = -0.3877 / -0.3886 hartree
largest force on an atom = 1.5 eV Å⁻¹
energy above the lowest of the compared OMol25 structures with the same formula, charge and spin = 245.4 kcal per mole

The geometry in ORCA input format:
```
! RIJCOSX wB97M-V def2-TZVPD def2/J DEFGRID3
* xyz 1 4
H -4.75520 -3.92464 0.29072
C -2.50409 1.81504 -1.69110
H -3.95574 -2.37921 2.07847
Cl -4.00562 3.91408 -2.39405
Cl -4.52259 4.35479 0.63292
C 4.46207 0.72361 3.30773
Cl -0.81640 0.32380 1.57393
C 0.89678 -0.42368 -5.56146
C 0.90999 -1.09819 -3.26354
Cl -3.19760 2.54701 2.71596
C -1.76886 -3.06338 -1.00572
S 2.18926 0.87509 2.40144
C 0.70337 -1.40206 -4.60172
Cl -2.30395 1.45738 -3.35413
C -3.78283 -3.45720 0.20987
H 6.36361 1.60658 5.91601
N -1.34091 -2.31639 0.00839
H 1.91313 2.10755 -3.54762
S 0.77197 -2.38851 -2.03286
H -1.36382 -2.76014 -3.10684
C 5.56797 0.73159 4.13348
C 5.51912 1.56930 5.24118
H -3.36033 -4.31886 -1.71639
S 3.95725 -0.18400 1.87308
C -2.85882 2.28194 1.05612
C -3.27483 2.87450 -1.25518
C 1.57311 1.12339 -3.84273
C -0.88069 -3.18815 -2.22793
C 3.27633 2.31730 4.69843
C 1.33497 0.83706 -5.17591
C -3.00796 -3.68116 -0.91743
H -0.68148 -4.24089 -2.42738
C -1.96980 1.30305 0.58855
C -1.46956 -1.18091 2.12335
H 2.41175 2.92867 4.92064
H 4.40023 2.98436 6.39009
C -3.33933 -2.60954 1.22189
H 0.40216 -2.40048 -4.89492
Re 0.23365 -0.93906 -0.22630
C 1.36039 0.16474 -2.85415
C -2.08890 -2.03014 1.10038
C 4.40026 2.34784 5.51560
H -0.90822 -1.52280 2.97811
H 0.72559 -0.65041 -6.60450
C 3.34862 1.52641 3.57066
H 6.42510 0.09946 3.94365
O -1.28222 -0.11265 -1.22607
C -1.88720 0.95632 -0.75969
S 1.66303 0.63555 -1.15936
C -3.48180 3.09323 0.12014
H -1.49514 1.16830 3.15740
H 1.49418 1.60454 -5.92129
*
```

These are the Löwdin partial charges, in e, on atoms 1 to 5: 0.1231 -0.5977 0.1274 0.7486 0.7205


Entry 2:
Density functional theory data (ωB97M-V/def2-TZVPD) for a molecular structure, C39H33EuF3N8O4S3 in a non-equilibrium geometry.

Summary:
gap between HOMO and LUMO (spin up / spin down) = 5.87 / 6.15 eV
DFT total energy = -4449.70951 Eh
HOMO (spin up / spin down) = -0.0667 / -0.0768 hartree
largest force on an atom = 3.9 eV Å⁻¹
energy above the lowest of the compared OMol25 structures with the same formula, charge and spin = 44.6 kcal per mole

The geometry in ORCA input format:
```
! RIJCOSX wB97M-V def2-TZVPD def2/J DEFGRID3
* xyz -2 8
H -17.78825 -10.86090 -12.26072
C -20.35952 -6.58769 -6.69304
C -19.45822 -6.39380 -7.80701
H -13.07516 -7.54431 -10.08756
F -19.51840 -1.32223 -8.87209
N -18.36678 -5.56077 -7.80240
H -10.29596 -7.51442 -6.47697
C -21.00910 -7.72621 -9.12648
N -17.09504 -3.13640 -8.06389
H -15.40196 -0.33163 -7.45256
C -11.03233 -7.86143 -5.75567
C -21.54341 -8.13717 -10.43485
N -19.28059 -6.55096 -10.23289
C -21.38709 -7.44842 -6.72860
Eu -17.10063 -4.89897 -9.92071
H -17.20595 -5.31791 -3.31402
F -19.20215 -0.12067 -10.59644
H -11.44373 -2.97610 -5.19895
C -17.79007 -5.52532 -5.40463
C -20.88909 -7.68564 -11.57539
H -12.22039 -9.61297 -9.57373
H -11.39656 -7.20326 -10.37040
H -11.75782 -7.11927 -5.54048
H -12.60818 -2.30674 -10.00940
H -15.71104 -3.42652 -3.69273
H -16.32738 -7.13718 -13.65287
N -14.58769 -9.05005 -8.70121
H -14.97515 -1.56600 -5.28245
H -10.82037 -9.05721 -8.65813
O -20.86204 -3.45019 -10.21386
H -13.62637 -5.05856 -5.42818
C -11.44764 -1.72816 -8.33057
H -19.25056 -6.61014 -12.28695
C -12.40734 -2.48496 -8.94432
C -14.95283 -3.39697 -12.62556
S -14.23174 -2.30546 -13.66364
H -21.94822 -7.64664 -5.90497
F -21.26865 -0.63932 -10.03364
C -17.06054 -9.05512 -13.09392
H -20.12968 -5.98358 -5.78992
C -16.54822 -9.76081 -10.87420
C -12.09188 -7.46966 -9.57898
H -16.87666 -1.49891 -9.22461
C -16.55174 -1.90239 -8.26876
C -11.86144 -8.80481 -8.89753
S -14.68171 -8.44980 -6.09263
H -12.20207 -6.61749 -8.85866
H -10.38591 -1.16504 -6.50290
C -16.28729 -7.90032 -12.87961
H -10.91087 -0.95921 -8.95302
C -15.73775 -1.37525 -7.28647
C -11.10846 -1.83274 -6.96944
C -15.90391 -8.61596 -10.59500
H -21.20467 -7.96776 -12.54165
H -16.70806 -10.46505 -10.04350
C -11.74334 -2.84787 -6.18925
N -13.48196 -4.71487 -6.36033
H -17.62496 -9.04817 -14.00120
N -14.12248 -4.29151 -8.48648
C -16.23372 -3.25728 -5.80395
H -11.03120 -9.84190 -6.68530
C -14.26850 -5.02147 -7.45827
O -20.53795 -2.48395 -12.37367
H -12.40027 -9.67342 -5.59754
C -19.71727 -6.93210 -11.36707
C -13.95713 -8.74447 -7.54701
C -17.13764 -10.01592 -12.10954
C -12.70544 -3.64932 -6.79973
N -15.50749 -4.14169 -11.90419
O -15.73011 -7.01390 -8.87025
C -17.13159 -4.86503 -4.31724
S -20.01338 -2.68642 -11.06537
H -22.44480 -8.79290 -10.39425
C -13.06825 -3.40867 -8.19903
C -20.04031 -1.06881 -10.10074
H -10.53872 -8.14863 -4.78357
C -15.44227 -8.19125 -9.19774
H -18.32595 -6.43635 -5.28965
C -17.81284 -5.00193 -6.69442
C -21.68663 -8.08337 -7.93884
C -11.78112 -9.12513 -6.35577
O -18.58810 -3.00218 -11.05837
C -16.28843 -3.81581 -4.52286
H -14.95130 -5.88251 -7.40684
C -15.80763 -7.67235 -11.63051
H -15.24706 -6.70946 -11.44161
N -12.56593 -8.79643 -7.60486
C -17.06608 -3.79105 -6.84784
C -19.95360 -6.85656 -9.06423
H -22.56560 -8.71318 -8.07852
C -15.56825 -2.05844 -6.07809
*
```

These are the Löwdin partial charges, in e, on atoms 1 to 5: 0.0895 -0.0448 -0.1736 0.0654 0.0848


Entry 3:
Density functional theory data (ωB97M-V/def2-TZVPD) for a molecular structure, C45H102Br2INO16P2S in a non-equilibrium geometry.

Summary:
gap between HOMO and LUMO = 8.62 eV
DFT total energy = -9560.90819 Eh
HOMO = -0.3073 hartree
largest force on an atom = 1.7 eV Å⁻¹
energy above the lowest of the compared OMol25 structures with the same formula, charge and spin = 0.0 kcal per mole

The geometry in ORCA input format:
```
! RIJCOSX wB97M-V def2-TZVPD def2/J DEFGRID3
* xyz 0 1
H -5.67083 -0.32175 -4.69956
C -5.69485 8.08131 3.12796
C -3.60975 1.17517 0.94214
H 9.40904 -3.24394 5.57861
Br -3.52603 4.43279 -2.91852
O -0.54436 5.20434 -5.98815
H -8.64318 -3.63175 0.84604
C 9.06378 -1.11817 5.70536
H 2.46898 4.07184 1.57250
H 1.05454 4.79118 0.82134
H -6.34410 5.38635 -2.05391
H -2.79270 -5.36576 -0.05866
C 1.24749 2.73736 0.42245
H 4.60220 -1.14491 3.77576
C -3.62361 2.21950 -0.12762
H -3.25222 1.49605 1.89295
C -5.90588 1.89489 -1.12203
H -0.42045 6.82574 -4.79990
H 2.01018 -1.46720 -1.14996
H 10.75205 -2.26707 4.99765
H -7.80043 -1.74195 -0.49768
C -1.19125 1.97767 -6.15700
H 2.43935 4.42315 -0.14389
H 0.72750 -2.14135 -3.23630
H -6.75816 -0.05672 -1.22854
H -3.44194 -3.26399 1.07601
H -1.09283 -0.99062 -3.80971
H 7.17524 -2.38761 0.68857
H -9.12793 -0.87956 -2.41021
H -3.77970 -6.78187 0.31759
H -1.98532 1.46429 -6.67228
H 0.97413 4.42491 -7.09535
C -6.00136 -0.71113 -3.75367
O -4.50460 1.89162 -1.16637
H 5.88692 -4.45869 1.15776
H -0.61778 5.32751 -3.93536
C 6.43878 -2.08806 -1.30601
H 0.56878 -2.67458 0.27428
H 10.46734 -2.41705 6.73182
H 7.35545 -2.06982 6.59690
C 2.89512 -3.33385 3.83796
I -4.03134 4.10217 0.87818
C 14.71071 -2.96124 3.27058
O 0.03871 2.88861 -0.30318
O 12.60963 -3.63593 4.27448
H -3.69407 -4.86840 3.56747
O 8.46871 -0.99577 4.41109
H 15.79096 -3.10814 3.28073
H -5.19772 6.71429 4.72301
H 4.40517 -2.07250 0.29121
H 2.40532 -3.05314 -1.78063
H -3.65512 -0.78345 1.52802
H -7.07562 -0.65077 -3.72752
H -7.40625 9.40776 3.27648
H 0.93035 5.73620 -4.64393
H -10.47788 -1.92191 -1.96258
H -3.32088 -6.43719 2.83693
C -3.79784 -5.69741 0.20457
P -6.72386 3.33252 -2.02561
O -5.02647 7.30936 2.12980
H -7.29333 0.99716 -2.49707
H -2.56948 3.08602 -5.09227
C -4.01401 -0.07213 0.81752
H 5.19089 -1.28596 5.42594
H -4.96515 8.82487 3.44851
H -1.29481 -1.86946 -1.10761
C -1.10346 2.29809 0.28429
C 0.96169 0.70499 -3.70951
H 0.46026 1.09030 -1.75828
H -3.16658 1.68881 -3.48080
H 6.63216 -1.01636 -1.30228
H -0.87554 1.28886 0.57215
O 5.24190 -3.69395 4.29872
H -6.55530 7.78666 5.09904
H 5.06957 -4.32364 -0.39568
O -1.51490 4.87091 -0.76510
H 13.80187 -5.98616 4.68832
H -1.42173 2.88770 1.12920
H 1.98462 -2.83347 4.17082
H 3.87343 -3.36099 5.74848
C -8.66954 -2.30137 -0.84656
O -4.31929 -3.59196 1.29834
H 8.39525 -1.24628 7.77200
H -2.17936 5.55096 -0.90210
H 1.90926 2.13158 -0.17452
H -9.70962 -2.23832 1.05334
H -10.18882 -3.57632 -0.00221
C 1.85692 4.09083 0.69444
P -1.63724 3.73777 -1.91560
C -2.15346 2.25689 -0.81188
H 13.92804 -5.60526 2.97141
H 3.10768 -3.02537 2.81089
C -9.62499 -1.36294 -1.56843
C 7.97750 -1.18649 6.76641
C 1.62752 -2.46482 -1.32895
C 14.01607 -3.88030 4.26400
C 0.42730 -2.36541 -2.22811
H 2.70536 0.37939 -4.30919
H -5.10388 -2.27492 -2.61657
H 2.71376 -4.40846 3.82334
S -8.66889 3.30112 -1.99959
O -8.14155 -3.27220 -1.75750
H -0.12547 2.62219 -7.86091
H 15.37171 -5.55434 3.99341
C 6.27382 -2.60430 0.11487
H -0.06027 -3.31982 -2.23438
H 3.47876 -0.94815 5.13379
C -6.42582 0.68584 -1.93884
C -0.58903 -1.33841 -1.72454
C -4.24754 -5.01544 1.48506
H -5.64797 6.64118 1.81966
H 14.49905 -1.91848 3.50329
C -1.39768 0.86023 -2.73890
C -5.62183 -2.16432 -3.54732
H -4.70287 -0.42358 0.08298
C 4.07325 -2.99988 4.73923
O -5.44139 0.12257 -2.74240
Br -6.78195 1.80127 0.61188
H -5.26639 -5.31966 1.71946
H -6.77507 6.42497 3.98991
H -0.39663 1.25738 -6.03549
H 9.65356 -0.21125 5.84187
C -3.34558 -5.36191 2.66013
H 0.14946 2.39378 -2.79559
H -1.04248 3.12155 -4.34810
H 14.35218 -3.64391 5.27356
C -6.07863 7.20442 4.31012
O 5.22015 -1.90181 0.77596
H -1.48745 3.62562 -7.52413
H -10.00169 -0.58814 -0.90068
H 7.93370 -1.78425 4.26950
H -7.03020 3.20336 -4.03866
O -2.06792 1.03262 -1.48855
C -6.90748 8.78271 2.53551
H -0.10463 -0.62369 -1.08044
O -6.21698 3.17442 -3.51948
C -1.38047 -0.66364 -2.82860
C 0.04891 1.32757 -2.72002
C -9.34197 -2.97336 0.33747
C 9.98161 -2.32953 5.75928
H -6.53084 -2.72594 -3.52562
H -4.46422 -5.43824 -0.61729
H -8.87103 -3.80368 -2.09199
H -7.62636 8.04564 2.16826
C 4.34503 -1.50594 4.77519
C 14.30234 -5.34405 3.96475
C -2.24937 1.35179 -3.93052
O -6.14065 4.67720 -1.43404
H 1.04025 2.25473 1.36249
H 12.27137 -3.83414 3.39529
H 0.57525 0.11898 -4.52586
H 7.26046 -2.58907 -1.81835
H -2.52124 0.51362 -4.54868
C -1.72952 2.46104 -4.83633
C -0.68280 3.08198 -7.06210
H 0.72540 3.65569 -5.54417
H -6.61279 9.40850 1.69399
C 0.22483 4.08043 -6.40188
O 1.33078 -3.10712 -0.11315
C -0.13893 5.79024 -4.78605
H 5.52178 -2.25993 -1.87660
H 7.33278 -0.30914 6.70877
N 2.20401 0.84785 -3.56139
H -2.41583 -0.93021 -2.72413
H 5.43269 -3.38413 3.40539
H -5.03121 -2.52718 -4.36882
H 14.34737 -3.15752 2.25843
H 6.80595 -4.66314 -0.33891
C 5.99990 -4.10153 0.13373
H -2.32591 -5.03116 2.46841
*
```

These are the Löwdin partial charges, in e, on atoms 1 to 5: 0.1152 -0.4992 -0.2467 0.0853 0.5756